{"formula": "C22H17ClN2O5", "method": "ωB97M-V/def2-TZVPD", "elements": ["O", "O", "O", "O", "Cl", "N", "O", "C", "C", "C", "C", "C", "C", "C", "C", "C", "C", "C", "C", "C", "C", "C", "C", "C", "N", "C", "C", "C", "C", "C", "H", "H", "H", "H", "H", "H", "H", "H", "H", "H", "H", "H", "H", "H", "H", "H", "H"], "xyz": [[1.2679, 0.8421, -0.9222], [-0.4228, 3.2468, -0.8617], [-2.7437, 1.9396, -3.8328], [-4.0974, 2.1070, 0.1970], [-3.9602, -0.3678, 2.4614], [-1.6919, 0.5033, 0.8492], [5.3371, -3.7638, -0.6770], [0.5614, 0.5015, -0.0194], [-1.1508, 2.2870, -0.6735], [-2.5651, 2.7221, -2.8726], [-3.5859, 2.8480, -0.6499], [-0.7817, 1.1559, 0.1481], [-1.0064, -2.9210, 3.1464], [-2.2267, -2.2903, 3.0746], [4.5134, -1.9002, 0.5883], [3.0962, -3.2679, -0.8392], [3.3812, -1.1552, 0.9805], [2.0847, -2.4140, -0.5459], [-0.0374, -2.4586, 2.3492], [-2.3925, -1.1157, 2.3475], [-1.3500, -0.6364, 1.5906], [4.3337, -3.0004, -0.2624], [2.0774, -1.4813, 0.4286], [-0.1068, -1.3212, 1.4724], [0.9322, -0.6406, 0.8002], [6.3141, -4.2005, 0.3015], [-2.5040, 2.1697, -1.4873], [-2.6052, 4.2841, -2.9551], [-3.6605, 4.3550, -0.6676], [-3.7668, 4.8591, -2.1389], [-0.9677, -3.8076, 3.7641], [-2.8468, -2.6736, 3.8375], [5.4565, -1.8096, 0.9915], [3.0386, -4.0231, -1.5924], [3.5463, -0.3922, 1.7066], [1.2102, -2.4372, -1.1686], [0.8870, -3.0228, 2.4514], [6.0317, -3.9310, 1.2849], [6.2856, -5.2895, 0.3132], [7.2406, -3.7830, 0.0170], [-2.6926, 1.1041, -1.5022], [-1.5792, 4.6912, -2.6709], [-2.7788, 4.5632, -4.0464], [-4.5235, 4.6004, -0.0630], [-2.8823, 4.9899, 0.0046], [-3.9374, 5.9115, -2.2028], [-4.7321, 4.4229, -2.4544]], "nbo_charge": [-0.537, -0.473, -0.519, -0.492, 0.055, -0.277, -0.504, 0.630, 0.589, 0.609, 0.596, 0.042, -0.160, -0.247, -0.298, -0.284, -0.150, -0.131, -0.257, 0.020, 0.004, 0.341, 0.068, 0.207, -0.423, -0.251, -0.531, -0.523, -0.532, -0.396, 0.226, 0.224, 0.215, 0.231, 0.221, 0.212, 0.224, 0.182, 0.194, 0.192, 0.267, 0.257, 0.239, 0.245, 0.256, 0.230, 0.207], "gap_ha": 0.27937, "de_lowest_kj_mol": 206.7, "smiles": "COc1ccc(-n2c(=O)c(C(=O)C3C(=O)CCCC3=O)nc3c(Cl)cccc32)cc1", "max_force_ev_per_a": 5.4}